A structure of composition C18H37AsNO6PPdS5, computed with ωB97M-V/def2-TZVPD.

Results
* calculated total energy: -5909.80227 a.u.
* max |F|: 0.963 eV/Å
* HOMO (alpha / beta): -13.7 / -13.7 eV
* ΔE to the lowest compared entry with this formula, charge and spin: 0.0 kcal/mol
* total charge: +2
* Kohn-Sham gap (alpha / beta): 5.68 / 5.68 eV

Last column: Löwdin charge in e.
Positions of all 70 atoms, in Å:
1 Pd -1.26485 -0.05171 0.09482  0.54
2 S -3.95240 5.50046 4.04649  0.79
3 C -3.34900 4.22221 3.30261  -1.44
4 S -4.02604 3.58313 1.80836  0.98
5 C -2.90929 2.30733 1.55950  -1.04
6 C -1.85764 2.17240 2.58979  -1.12
7 S -0.72694 0.99068 2.61702  0.77
8 S -1.91633 3.36194 3.83202  0.97
9 S -3.08983 1.36214 0.21837  0.81
10 C -0.63983 -2.70081 3.10775  -0.19
11 As -2.02849 -2.96134 1.81420  1.01
12 C -3.59366 -3.56453 2.72340  -0.18
13 C -1.45972 -4.30966 0.57855  -0.18
14 O -2.42473 -1.54267 1.01094  -0.64
15 H -0.30635 -3.66761 3.48267  0.06
16 H -1.02211 -2.10069 3.93163  0.05
17 H 0.19225 -2.18459 2.63214  0.00
18 H -3.38055 -4.48664 3.26242  0.06
19 H -4.37731 -3.73822 1.98864  0.05
20 H -3.91131 -2.79154 3.42032  0.05
21 H -0.99881 -5.13798 1.11498  0.05
22 H -0.74447 -3.85701 -0.10480  0.02
23 H -2.32531 -4.67287 0.02739  0.05
24 O -2.63170 -1.09965 -2.31925  -0.08
25 H -3.58822 -0.97725 -2.32946  0.06
26 H -2.51539 -2.05549 -2.28577  0.05
27 O 0.31194 -1.42209 -0.15979  -0.13
28 C 1.54421 -1.28341 0.06969  -0.46
29 C 2.49680 -2.36412 -0.36003  -0.07
30 C 3.27359 -3.05349 0.79313  -0.15
31 C 3.30366 -2.29346 2.11833  -0.19
32 C 3.98136 -0.92590 2.07061  -0.15
33 C 3.47976 -0.04078 0.92626  -0.13
34 N 2.04874 -0.21283 0.65877  0.11
35 H 3.19892 -1.89980 -1.05627  0.11
36 H 1.92289 -3.09004 -0.93136  0.12
37 H 4.29281 -3.24378 0.45462  0.12
38 H 2.82597 -4.03163 0.97008  0.11
39 H 3.80759 -2.90941 2.86350  0.12
40 H 2.27975 -2.17247 2.48505  0.08
41 H 5.05965 -1.04390 1.94928  0.13
42 H 3.82872 -0.42100 3.02589  0.12
43 H 4.02373 -0.25177 0.00526  0.12
44 H 3.63861 1.01264 1.14662  0.13
45 H 1.40799 0.52194 0.92797  0.07
46 C -1.50079 3.00701 -4.32223  -0.05
47 C -1.99873 2.18847 -3.15892  -0.24
48 O -1.17132 2.47817 -1.98758  -0.27
49 P -0.27234 1.53903 -1.10744  0.56
50 O 0.91291 1.00548 -1.99916  -0.23
51 C 0.81276 0.11798 -3.14947  -0.23
52 C 2.20216 -0.07913 -3.69556  -0.04
53 O 0.42382 2.53732 -0.11365  -0.28
54 C 0.97957 3.82907 -0.54235  -0.21
55 C 0.07084 4.94127 -0.08780  -0.05
56 H -2.09538 2.77839 -5.20702  0.10
57 H -0.45771 2.78013 -4.54502  0.08
58 H -1.58780 4.07276 -4.11818  0.09
59 H -1.98952 1.11818 -3.35364  0.09
60 H -3.00977 2.47462 -2.86928  0.12
61 H 0.16051 0.57561 -3.89059  0.11
62 H 0.36304 -0.81854 -2.81101  0.11
63 H 2.62859 0.86781 -4.02343  0.09
64 H 2.16483 -0.75362 -4.55051  0.10
65 H 2.85923 -0.51415 -2.94308  0.07
66 H 1.11156 3.81100 -1.62348  0.12
67 H 1.95786 3.88170 -0.07023  0.13
68 H -0.88780 4.90638 -0.60410  0.08
69 H 0.54223 5.90156 -0.29719  0.10
70 H -0.09741 4.87876 0.98857  0.08

Force components x, y, z for each atom (eV/Å):
0.0333 -0.0412 -0.3850
-0.0463 -0.0526 0.0080
0.1131 0.1669 0.0098
-0.0392 -0.1171 0.0066
-0.4552 -0.0309 -0.6346
0.7727 -0.4773 0.3212
-0.3088 0.5143 0.4180
-0.0398 0.0041 0.0271
0.1923 0.0182 0.2501
0.0091 0.0406 -0.0145
-0.0052 0.0673 -0.0941
-0.0052 -0.0074 -0.0033
-0.0017 0.0033 0.0102
-0.0499 0.0207 0.0764
0.0026 0.0048 0.0211
0.0003 0.0041 -0.0018
-0.0360 -0.0126 -0.0037
-0.0009 -0.0012 -0.0009
-0.0017 0.0013 0.0080
-0.0001 -0.0079 0.0004
-0.0117 -0.0077 -0.0078
0.0269 0.0021 0.0052
0.0038 0.0075 -0.0080
-0.0467 0.0444 -0.0518
-0.0046 -0.0298 -0.0430
0.0206 0.0071 -0.0114
-0.1196 0.0594 -0.0854
0.0188 -0.0158 0.0081
0.0125 -0.0070 0.0205
-0.0029 0.0173 -0.0047
-0.0098 0.0095 -0.0036
0.0000 0.0001 -0.0040
0.0081 0.0102 -0.0213
0.0015 -0.0257 0.0595
0.0069 0.0010 -0.0122
-0.0004 -0.0012 0.0004
-0.0005 -0.0065 0.0018
-0.0065 0.0003 0.0031
0.0105 -0.0026 -0.0063
0.0299 0.0049 0.0079
0.0035 -0.0005 0.0084
-0.0082 -0.0009 -0.0017
-0.0017 0.0010 -0.0014
0.0080 -0.0003 0.0034
0.0071 0.0243 -0.0177
0.0136 -0.0559 -0.0202
-0.0686 0.0009 0.0798
0.0594 0.1131 0.1026
-0.1224 -0.2247 0.0389
0.0852 0.1771 0.0334
-0.0926 -0.1584 0.0643
0.0001 0.0170 -0.0036
-0.0553 -0.0684 -0.0609
0.0497 -0.0114 -0.0212
0.0082 -0.0060 0.0332
-0.0108 0.0097 0.0065
0.0019 -0.0095 -0.0161
0.0039 0.0016 0.0235
0.0421 -0.0720 -0.0001
0.0189 -0.0104 -0.0330
-0.0192 0.0329 -0.0231
0.0037 0.0505 -0.0311
-0.0003 -0.0023 0.0006
-0.0003 -0.0053 -0.0048
0.0037 -0.0074 0.0031
0.0016 0.0358 0.0078
-0.0032 0.0047 -0.0066
0.0014 -0.0162 -0.0150
-0.0162 0.0086 -0.0162
0.0165 0.0074 0.0012



A cluster of 5 separate species, C18H37BrCl8NO5PSi in total in a non-equilibrium geometry, computed with ωB97M-V/def2-TZVPD.

Results
* calculated total energy: -8025.39750 a.u.
* max |F|: 4.775 eV/Å
* HOMO: -8.9 eV
* structure (SMILES): C[Si](C)(C)[C@@H]1[C@@H](CCCCN)OC(=O)[C@@]1(CCCBr)P(=O)(O)O.ClCCl.ClCCl.ClCCl.ClCCl
* Kohn-Sham gap: 9.15 eV

Last column: Löwdin charge in e.
Positions of all 72 atoms, in Å:
1 C 2.16551 -1.01784 2.37038  -0.21
2 Si 0.77612 -1.25761 1.07729  0.54
3 C 1.42017 -2.46192 -0.25995  -0.18
4 C -0.65124 -2.20461 2.00260  -0.22
5 C -0.01640 0.35955 0.40978  -0.23
6 C -0.79638 -0.16773 -0.91272  -0.28
7 C -2.27133 0.42412 -1.20593  -0.15
8 C -3.12104 0.28256 0.17803  -0.17
9 C -4.68112 0.00200 -0.06429  -0.18
10 C -5.63216 1.28508 0.06327  -0.28
11 N -5.16897 2.31733 1.03591  -0.05
12 O 0.18950 -0.08725 -2.00774  -0.01
13 C 1.33215 0.67334 -1.56275  -0.34
14 O 2.44987 0.62891 -2.11694  0.08
15 C 0.90279 1.50707 -0.22986  -0.28
16 C 2.07198 2.17223 0.64262  -0.15
17 C 1.57339 3.13309 1.82435  -0.26
18 C 0.87578 2.38440 3.06162  -0.54
19 Br -0.86499 3.28421 3.54187  0.55
20 P 0.04076 3.01700 -1.03555  0.73
21 O -0.33659 2.79492 -2.50261  -0.30
22 O 1.05214 4.42182 -1.02151  -0.18
23 O -1.31646 3.39901 -0.04390  -0.21
24 H 1.85738 -0.43573 3.30958  0.04
25 H 3.14811 -0.61491 1.91286  0.05
26 H 2.44078 -2.07728 2.75013  0.05
27 H 1.71129 -3.43511 0.29568  0.05
28 H 2.33593 -2.09428 -0.83891  0.05
29 H 0.59557 -2.78666 -1.00152  0.06
30 H -0.11864 -2.88972 2.76152  0.02
31 H -1.18097 -2.82671 1.19622  0.03
32 H -1.36046 -1.45858 2.49118  0.04
33 H -0.64987 0.84057 1.22744  0.10
34 H -1.03209 -1.29627 -0.84027  0.13
35 H -2.73670 -0.19954 -2.04250  0.06
36 H -2.27504 1.51687 -1.52514  0.08
37 H -2.69601 -0.67320 0.67664  0.10
38 H -2.88655 1.13660 0.89389  0.09
39 H -4.77566 -0.36101 -1.15729  0.05
40 H -5.04954 -0.89044 0.56808  0.11
41 H -5.88915 1.76693 -0.95498  0.11
42 H -6.64875 0.89352 0.46284  0.10
43 H -5.97314 2.89671 1.31150  0.06
44 H -4.69731 1.90555 1.84907  0.06
45 H 2.78493 2.79330 -0.02095  0.12
46 H 2.73431 1.36940 1.12316  0.11
47 H 0.88554 3.97985 1.50154  0.06
48 H 2.52138 3.64232 2.24678  0.13
49 H 1.55455 2.49261 3.97583  0.07
50 H 0.61738 1.29297 2.88303  0.02
51 H 0.66861 5.07592 -0.38732  0.07
52 H -1.53056 4.33040 -0.31260  0.09
53 Cl -0.28018 -5.62533 1.95822  0.52
54 C -1.23003 -6.25244 3.31080  -1.02
55 Cl -2.64152 -5.23648 3.62685  0.50
56 H -1.56602 -7.25958 3.06971  0.03
57 H -0.60424 -6.27547 4.20150  0.03
58 Cl 7.12762 0.63859 -2.46297  0.51
59 C 5.64609 1.35332 -3.11330  -1.02
60 Cl 5.32204 2.92884 -2.38367  0.51
61 H 5.75562 1.47742 -4.18937  0.03
62 H 4.81005 0.68818 -2.90145  0.00
63 Cl 8.46556 -2.25923 0.04317  0.49
64 C 7.22312 -2.95105 -1.00667  -1.04
65 Cl 5.72733 -3.25533 -0.11432  0.49
66 H 7.01593 -2.25264 -1.81611  -0.01
67 H 7.58897 -3.89176 -1.41498  0.03
68 Cl -5.55115 -0.89994 -3.77300  0.52
69 C -4.56889 -0.13187 -5.02707  -1.00
70 Cl -3.22048 0.76919 -4.32484  0.58
71 H -4.17351 -0.90247 -5.68687  0.03
72 H -5.19510 0.55424 -5.59508  0.03

Force components x, y, z for each atom (eV/Å):
1.1531 -0.5526 0.6082
0.0461 -0.8622 0.9218
0.1439 -0.9850 -0.5589
0.4394 0.1402 -0.4736
-0.5229 1.5519 -1.0778
-1.3697 -0.6683 0.4136
0.1840 0.4754 0.7875
0.6565 -1.4708 -0.3903
0.1952 0.1817 -1.0088
-1.5294 -0.8430 0.4823
-0.0133 -0.2172 -0.6386
1.8452 1.6961 2.0874
1.5152 -0.3581 -1.4048
-4.3236 0.1165 2.0227
0.7395 -0.1709 -0.6663
0.7627 -0.1725 0.2110
0.3731 0.0096 0.5603
0.6857 0.1217 0.0216
0.9468 -0.5767 -0.1978
-1.8044 1.1087 -2.8803
0.9486 0.3091 3.6474
-2.1813 -1.6729 1.2474
2.6953 0.6910 -1.6496
0.5562 -0.6643 -1.4416
-1.5761 -0.4249 0.8614
-0.4741 1.5513 -0.5978
-0.3068 1.5275 -0.7638
-1.3023 -0.5272 0.7400
1.3623 0.6737 1.0584
-1.1739 1.0386 -1.1008
0.4891 0.7720 1.4791
0.8039 -1.2188 -0.4511
0.3515 -0.8773 -1.2875
0.6016 1.6179 0.1252
0.6933 0.8358 1.3980
0.1535 -1.5343 0.2594
-0.7085 1.4341 -0.5972
-0.4740 -0.9522 -1.1161
0.0861 0.5023 1.7688
0.5678 1.6855 -0.6667
0.8420 -0.6845 1.5532
1.3814 0.3127 -0.9164
0.7454 -0.5106 0.0842
-0.6245 0.2416 -0.4214
-1.3169 -1.0790 0.8358
-1.0716 0.9797 -0.7607
0.9193 -1.2854 0.2194
-1.4866 -0.7727 -0.7512
-1.2354 -0.3264 -1.2366
0.4094 1.6116 0.2036
0.6434 -0.6606 -0.5865
-0.2619 -1.0921 0.3748
0.1089 -0.2411 -0.0230
0.0304 -0.1914 0.1382
-0.0129 -0.0588 0.0699
-0.0011 0.2138 -0.0605
-0.0862 0.1248 -0.1587
0.0857 -0.1183 -0.0058
-0.3407 -0.1402 -0.1931
-0.0595 0.0003 -0.0421
0.1024 0.0713 0.2047
0.1102 0.1736 0.1084
0.0425 0.0028 -0.0970
0.0574 -0.0290 -0.2681
-0.0753 -0.0261 -0.0785
-0.0090 -0.0004 0.2343
-0.0562 0.1016 0.2014
-0.1116 -0.0800 -0.0675
0.1059 0.1113 -0.2978
-0.1006 0.0667 -0.4025
-0.0272 0.0636 0.2076
0.0576 -0.0697 0.2001